1.
DFT (the ωB97M-V functional and the def2-TZVPD basis) results for C27H32N6O3 in the gas phase in a non-equilibrium geometry.

Computed properties:
* LUMO energy: 0.443 eV
* M: 488.592 g/mol
* maximum force: 0.0251 Eh/bohr
* spin multiplicity: 1
* total charge: 0
* SMILES: CCC(C)(C)NC(=O)[C@H](c1cccn1C)N(C(=O)Cn1nnc2ccccc21)c1ccc(OC)cc1
* orbital gap: 8.3357 eV

Each line ends with the Löwdin charge.
CARTESIAN COORDINATES (ANGSTROEM)
C  -2.894  -5.534  -0.934  -0.092
H  -2.997  -5.366  -2.002  0.068
C  -2.173  -4.374  -0.258  -0.200
H  -2.054  -4.604  0.803  0.118
H  -1.173  -4.280  -0.691  0.116
C  -2.877  -3.011  -0.374  -0.534
N  -2.017  -2.067  0.348  0.135
C  -2.250  -0.752  0.489  -0.412
O  -3.244  -0.174  0.100  0.056
C  -1.063  -0.048  1.188  -0.091
C  -1.406  1.205  1.916  -0.204
C  -2.449  2.088  1.768  -0.034
C  -2.235  3.138  2.675  -0.077
C  -1.068  2.867  3.336  -0.097
N  -0.562  1.697  2.875  -0.102
C  0.644  1.077  3.349  -0.009
H  0.425  0.123  3.838  0.099
H  1.116  1.735  4.077  0.095
H  1.353  0.898  2.538  0.059
H  -0.563  3.423  4.102  0.112
H  -2.866  3.992  2.821  0.089
H  -3.272  1.973  1.094  0.100
N  -0.024  0.241  0.174  0.073
C  0.868  -0.716  -0.107  -0.418
O  0.813  -1.841  0.369  0.051
C  2.030  -0.340  -1.034  -0.004
N  3.191  -0.163  -0.206  -0.047
C  4.448  -0.659  -0.357  -0.152
C  5.079  -1.433  -1.324  -0.013
C  6.404  -1.728  -1.106  -0.083
C  7.091  -1.272  0.030  -0.089
C  6.479  -0.506  0.992  -0.013
C  5.133  -0.195  0.794  -0.221
N  4.247  0.525  1.535  0.087
N  3.127  0.528  0.941  0.038
H  7.000  -0.153  1.866  0.112
H  8.132  -1.537  0.143  0.101
H  6.937  -2.328  -1.828  0.103
H  4.555  -1.787  -2.200  0.107
H  1.817  0.571  -1.602  0.128
H  2.218  -1.174  -1.714  0.137
C  -0.062  1.539  -0.411  -0.235
C  -1.123  1.881  -1.235  0.011
C  -1.218  3.155  -1.766  0.002
C  -0.245  4.107  -1.476  -0.270
C  0.822  3.755  -0.647  0.020
C  0.910  2.490  -0.111  -0.011
H  1.731  2.230  0.540  0.093
H  1.566  4.503  -0.423  0.121
O  -0.240  5.383  -1.940  -0.080
C  -1.321  5.818  -2.731  -0.087
H  -2.269  5.736  -2.192  0.097
H  -1.120  6.865  -2.952  0.093
H  -1.384  5.256  -3.669  0.095
H  -2.060  3.393  -2.396  0.106
H  -1.895  1.158  -1.446  0.116
H  -0.610  -0.768  1.880  0.149
H  -1.086  -2.397  0.575  0.106
C  -2.999  -2.561  -1.832  -0.022
H  -3.408  -1.554  -1.863  0.076
H  -2.022  -2.561  -2.312  0.088
H  -3.665  -3.218  -2.383  0.078
C  -4.253  -3.030  0.293  -0.023
H  -4.174  -3.398  1.314  0.090
H  -4.937  -3.665  -0.262  0.079
H  -4.657  -2.022  0.315  0.076
H  -2.321  -6.448  -0.791  0.073
H  -3.881  -5.685  -0.506  0.069

Cartesian forces (eV/Å) of the 2 atoms listed first:
0.1 0.2 0.1
0.0 0.0 -0.1



2.
DFT (the ωB97M-V functional and the def2-TZVPD basis) results for a molecular structure, C27H33AsBrN8O8S2Ti in a non-equilibrium geometry.

Computed properties:
* LUMO energy (alpha / beta): -0.339 / -0.461 eV
* M: 864.436 g/mol
* maximum force: 0.0996 Eh/bohr
* spin multiplicity: 2
* total charge: 0
* orbital gap (alpha / beta): 6.7515 / 7.6304 eV

Each line ends with the Mulliken spin population.
CARTESIAN COORDINATES (ANGSTROEM)
Ti  -0.412  -0.293  0.095  0.658
C  -4.619  -1.674  -0.082  0.000
C  -4.441  -0.128  -0.273  0.008
N  -3.341  0.388  0.530  0.024
C  -3.702  0.565  1.932  0.003
C  -2.503  0.231  2.837  0.015
N  -1.674  -0.818  2.239  0.013
C  -2.134  -2.179  2.557  0.009
C  -3.468  -2.591  1.923  -0.001
N  -3.529  -2.416  0.487  0.000
H  -4.832  -2.109  -1.067  -0.001
H  -5.502  -1.862  0.536  0.001
H  -5.399  0.367  -0.030  -0.001
H  -4.222  0.080  -1.323  -0.001
H  -3.005  1.281  0.169  -0.006
H  -4.524  -0.112  2.162  0.000
H  -4.047  1.590  2.143  0.000
H  -2.868  -0.068  3.834  0.002
H  -1.889  1.128  2.960  -0.002
H  -0.748  -0.742  2.659  -0.005
H  -2.235  -2.303  3.650  0.002
H  -1.362  -2.870  2.197  -0.005
H  -4.303  -2.081  2.414  0.000
H  -3.588  -3.663  2.137  0.000
H  -2.616  -2.178  0.113  0.017
N  6.203  1.942  -1.020  0.000
C  5.048  1.719  -0.325  0.000
C  4.237  2.781  0.096  0.000
C  3.094  2.553  0.836  0.000
C  2.759  1.254  1.183  -0.002
C  3.568  0.192  0.802  0.001
C  4.696  0.414  0.046  -0.001
S  1.222  0.823  1.977  0.015
O  1.081  -0.632  1.776  0.010
O  1.174  1.197  3.362  -0.003
N  -0.079  1.348  1.162  0.013
C  -0.517  2.602  1.383  0.022
N  -1.777  2.880  1.004  0.003
C  -2.220  4.092  1.278  -0.001
C  -1.454  5.053  1.919  0.002
C  -0.157  4.676  2.226  -0.001
N  0.314  3.473  1.963  0.001
H  6.327  2.837  -1.461  0.000
H  6.625  1.158  -1.489  0.000
H  4.500  3.789  -0.186  0.000
H  2.455  3.366  1.143  0.000
H  3.297  -0.812  1.099  0.001
H  5.304  -0.420  -0.277  0.000
H  -3.239  4.292  0.973  0.000
H  -1.836  6.035  2.141  0.000
H  0.538  5.352  2.707  0.000
O  1.295  -3.363  1.402  0.000
As  0.763  -3.077  -0.287  -0.005
O  0.275  -4.522  -0.798  -0.001
O  -0.530  -2.023  -0.004  0.000
C  2.562  -2.768  -1.088  0.001
C  3.560  -3.709  -0.869  0.000
C  4.732  -3.639  -1.613  0.000
C  4.913  -2.641  -2.562  0.000
C  3.929  -1.683  -2.755  0.000
C  2.769  -1.771  -2.012  0.007
S  1.331  -0.761  -2.164  0.005
O  1.485  0.233  -3.184  0.003
O  1.239  -0.148  -0.795  -0.032
O  0.271  -1.715  -2.398  0.001
H  1.401  -2.493  1.806  0.000
H  3.394  -4.503  -0.150  0.000
H  5.506  -4.381  -1.477  0.000
H  5.806  -2.620  -3.170  0.000
H  4.014  -0.886  -3.480  0.000
Br  0.369  2.643  -1.568  0.004
C  -0.908  1.432  -2.264  0.070
C  -1.343  1.693  -3.541  -0.023
C  -2.207  0.804  -4.167  0.046
C  -2.525  -0.365  -3.467  -0.026
C  -2.058  -0.555  -2.197  0.089
N  -1.272  0.349  -1.513  0.071
H  -0.990  2.579  -4.041  0.000
H  -2.578  0.995  -5.157  0.003
H  -3.131  -1.131  -3.923  -0.001
H  -2.268  -1.482  -1.679  -0.003

Cartesian forces (eV/Å) of the 2 atoms listed first:
-2.2 0.8 3.7
-0.2 0.1 -0.2



3.
DFT (the ωB97M-V functional and the def2-TZVPD basis) results for a molecular structure, C27H33BNO3PS5V in a non-equilibrium geometry.

Computed properties:
* LUMO energy (alpha / beta): -3.930 / -3.225 eV
* M: 672.630 g/mol
* maximum force: 0.0348 Eh/bohr
* spin multiplicity: 3
* total charge: +1
* orbital gap (alpha / beta): 7.5067 / 8.2143 eV

Each line ends with the Mulliken spin population.
CARTESIAN COORDINATES (ANGSTROEM)
V  -0.210  0.044  -0.109  2.036
C  4.041  0.861  0.633  -0.001
C  3.310  1.564  1.776  0.003
S  2.465  0.338  2.783  0.004
C  1.153  1.282  3.564  0.002
C  -0.078  0.397  3.765  0.001
S  -0.780  -0.555  2.373  -0.021
C  -0.003  -2.171  2.607  0.000
C  -0.196  -3.029  1.368  0.004
S  0.584  -2.373  -0.134  -0.028
C  2.321  -2.844  -0.060  0.003
C  3.318  -1.782  0.358  0.000
S  3.003  -0.190  -0.434  -0.010
H  4.480  1.616  -0.019  0.000
H  4.857  0.230  0.988  -0.001
H  4.014  2.143  2.373  0.000
H  2.575  2.242  1.355  0.003
H  1.471  1.629  4.546  0.001
H  0.914  2.157  2.965  0.000
H  0.108  -0.354  4.534  -0.001
H  -0.907  1.012  4.111  0.001
H  1.054  -2.022  2.818  0.001
H  -0.475  -2.651  3.464  -0.001
H  0.196  -4.033  1.526  -0.001
H  -1.249  -3.126  1.105  0.003
H  2.381  -3.700  0.613  -0.001
H  2.520  -3.198  -1.071  -0.001
H  3.287  -1.641  1.435  -0.004
H  4.315  -2.122  0.078  0.000
O  -1.736  -1.209  -0.911  0.001
S  -2.763  -0.106  -0.855  0.004
O  -4.059  -0.466  -0.419  -0.008
O  -2.018  0.899  -0.007  -0.005
C  -2.833  0.612  -2.446  -0.002
C  -4.096  0.839  -2.976  0.001
C  -4.201  1.460  -4.211  0.000
C  -3.057  1.842  -4.893  0.000
C  -1.800  1.606  -4.349  -0.007
C  -1.658  0.997  -3.113  0.015
P  0.037  0.627  -2.475  -0.072
C  0.961  2.165  -2.724  0.024
C  0.307  3.382  -2.546  -0.002
C  1.025  4.568  -2.538  0.002
C  2.402  4.547  -2.706  -0.003
C  3.063  3.337  -2.878  0.001
C  2.349  2.146  -2.877  0.004
C  0.647  -0.564  -3.706  -0.019
C  0.322  -1.913  -3.560  0.012
C  0.698  -2.833  -4.529  0.001
C  1.399  -2.414  -5.651  -0.001
C  1.707  -1.070  -5.812  0.001
C  1.330  -0.145  -4.849  -0.003
H  -4.974  0.531  -2.425  0.000
H  -5.178  1.646  -4.638  0.000
H  -3.139  2.324  -5.858  0.000
H  -0.917  1.910  -4.900  -0.001
H  -0.764  3.416  -2.389  -0.001
H  0.507  5.506  -2.382  0.001
H  2.963  5.474  -2.695  0.000
H  4.137  3.318  -3.017  0.000
H  2.876  1.210  -3.013  0.000
H  -0.258  -2.247  -2.712  0.004
H  0.433  -3.876  -4.412  0.000
H  1.694  -3.131  -6.406  0.000
H  2.241  -0.736  -6.693  0.000
H  1.575  0.899  -4.993  -0.001
B  0.363  4.361  1.057  -0.003
C  0.409  2.858  0.678  0.120
N  0.459  1.735  0.378  -0.068
H  -0.563  4.804  0.391  0.000
H  0.133  4.393  2.257  0.009
H  1.437  4.844  0.743  0.003

Cartesian forces (eV/Å) of the 2 atoms listed first:
0.3 -1.7 0.3
0.0 0.2 0.0



Among the records above, which one has the highest maximum force? C27H33AsBrN8O8S2Ti